DFT (ωB97M-V with the def2-TZVPD basis set) results for 9 unconnected molecules or ions with the total composition C23H64O13 at a distorted geometry.

The geometry in XYZ format:
```
100
C23H64O13 ωB97M-V with the def2-TZVPD basis set
C 4.161 -1.029 1.159
C 4.111 0.482 0.867
O 3.118 1.141 1.630
O 5.233 -1.447 0.330
H 3.250 -1.493 0.896
H 4.487 -1.199 2.189
H 3.831 0.735 -0.176
H 5.161 1.131 0.929
H 2.322 1.256 1.104
H 6.045 -1.369 0.695
C 1.449 3.324 4.718
C 2.606 2.175 4.627
O 3.829 2.784 4.066
O 0.232 2.633 4.866
H 1.416 3.703 3.793
H 1.511 3.920 5.596
H 2.427 1.418 3.971
H 2.779 1.884 5.639
H 3.813 2.710 3.123
H -0.452 3.321 4.567
C -5.792 0.201 0.915
C -4.976 1.438 0.323
O -3.985 1.875 1.261
O -6.630 -0.310 -0.119
H -6.530 0.354 1.724
H -5.162 -0.657 1.222
H -5.704 1.921 -0.085
H -4.436 0.867 -0.296
H -4.385 2.495 1.969
H -7.323 0.374 -0.152
C 1.159 -2.904 -2.157
C 2.644 -3.162 -1.986
O 2.850 -4.581 -1.714
O 0.915 -1.548 -2.418
H 0.619 -3.084 -1.372
H 0.685 -3.714 -2.719
H 3.210 -2.691 -1.198
H 3.063 -2.832 -2.796
H 2.220 -4.851 -1.199
H 1.317 -1.383 -3.222
C -3.765 -3.646 -0.260
C -3.867 -2.524 -1.213
C -2.938 -2.695 -2.467
O -5.165 -2.294 -1.591
H -4.412 -3.611 0.716
H -2.665 -3.675 -0.029
H -4.239 -4.660 -0.552
H -3.412 -1.505 -0.739
H -3.334 -3.458 -3.067
H -2.007 -3.122 -2.330
H -2.714 -1.717 -3.026
H -5.646 -1.783 -1.174
C 3.350 3.304 -2.873
C 1.922 3.252 -2.433
C 1.635 3.696 -0.975
O 1.217 4.319 -3.076
H 4.037 2.480 -2.404
H 3.713 4.196 -2.580
H 3.456 2.961 -3.893
H 1.348 2.373 -2.573
H 2.209 2.899 -0.303
H 0.679 3.546 -0.748
H 2.155 4.712 -0.747
H 0.613 3.775 -3.520
C 2.954 -4.637 3.783
C 2.004 -3.636 4.331
C 1.190 -2.745 3.360
O 1.260 -4.253 5.290
H 3.286 -5.367 4.545
H 4.012 -4.125 3.450
H 2.510 -5.210 3.102
H 2.438 -2.896 4.860
H 1.698 -2.372 2.465
H 0.714 -2.087 3.941
H 0.472 -3.275 2.901
H 1.658 -4.583 6.188
C -1.016 -0.735 0.464
C -0.404 0.692 0.356
C -0.214 1.412 1.591
O 0.857 0.579 -0.259
H -2.112 -0.637 0.801
H -0.407 -1.398 1.117
H -0.744 -1.373 -0.455
H -1.019 1.249 -0.361
H -1.020 1.430 2.077
H 0.552 2.352 1.437
H -0.036 0.573 2.251
H 0.691 -0.128 -0.952
C -2.467 2.652 -5.832
C -2.347 2.825 -4.351
C -1.786 1.622 -3.614
O -1.517 3.888 -4.211
H -1.602 2.432 -6.198
H -3.030 3.433 -6.476
H -3.022 1.740 -6.035
H -3.274 3.112 -3.788
H -0.753 1.363 -3.795
H -2.671 0.970 -3.930
H -1.951 1.862 -2.728
H -2.164 4.554 -4.035
```

The HOMO energy comes out at -9.462 eV. The total charge is 0. Its SMILES is CC(C)O.CC(C)O.CC(C)O.CC(C)O.CC(C)O.OCCO.OCCO.OCCO.OCCO. Its HOMO-LUMO gap is 9.6 eV. The value obtained for the calculated total energy is -51490.2228 eV.